(w)
The following is a quantum chemistry calculation of a 2-piece molecular cluster, C6H15N2 overall, from the Open Molecules 2025 dataset.

```
23
Properties=species:S:1:pos:R:3:lowdin_charge:R:1
N 2.10159 -0.33726 0.10268 0.196
N -2.19000 0.13348 -0.32177 -0.021
C -0.97093 -2.02908 -0.13590 -0.179
C 0.52390 3.15854 -0.42827 -0.063
C 1.09855 0.73753 -0.13734 -0.077
C -0.04336 -2.77934 0.50400 -0.023
C 1.45989 2.03705 -0.07924 -0.093
C -1.94338 -1.07070 0.47414 -0.301
H 0.05011 0.42710 -0.22455 0.081
H -1.52532 -0.70967 1.39911 0.108
H 2.48354 2.31585 0.16066 0.116
H 0.45724 -3.63574 -0.01509 0.082
H 0.11643 -2.65081 1.58407 0.072
H 2.40810 -0.82060 -0.71207 0.151
H -1.14986 -2.20897 -1.21229 0.116
H -2.90215 -1.52543 0.69636 0.121
H -2.94329 0.60901 0.19733 0.094
H -2.63423 -0.14145 -1.19537 0.079
H -0.49149 2.88245 -0.61320 0.072
H 1.60450 -1.05440 0.63111 0.111
H 2.97559 0.04585 0.53784 0.191
H 0.50608 3.85877 0.37985 0.079
H 0.91554 3.71046 -1.26449 0.087
```

The HOMO-LUMO gap is 9.8 eV. As for the charge: +1.

---

(x)
The following is a quantum chemistry calculation of a 2-piece molecular cluster, C6H15N2 overall, from the Open Molecules 2025 dataset.

```
23
Properties=species:S:1:pos:R:3:lowdin_charge:R:1
N -2.11472 1.96324 1.06052 0.015
N 0.78637 1.09803 0.04071 0.201
C -2.18641 -2.19531 -0.10386 -0.091
C 0.15221 -1.17813 0.49312 -0.141
C -1.03726 -1.29893 -0.57044 -0.228
C 1.76180 2.04860 -0.50448 -0.037
C 2.31504 -0.79029 -0.50226 0.353
C 1.14623 -0.18169 -0.03653 -0.320
H 1.36872 3.05806 -0.55754 0.097
H -1.41300 -0.27322 -0.65417 0.088
H -0.25807 -0.75875 1.41628 0.127
H 3.09465 -0.13743 -0.92510 0.115
H -2.90690 -2.17074 -0.92318 0.081
H -0.64502 -1.58220 -1.55144 0.111
H -2.66683 -1.91752 0.83991 0.088
H 2.74505 2.03009 -0.03551 0.113
H 0.54510 -2.17580 0.63945 0.113
H 1.88103 1.69049 -1.53841 0.117
H 2.68498 -1.72303 -0.10057 0.126
H -1.95358 2.52547 1.88961 0.015
H -1.25913 2.00897 0.49321 -0.033
H -1.80255 -3.21139 -0.02753 0.075
H -2.76243 2.50136 0.49152 0.017
```

The HOMO-LUMO gap is 4.5 eV. As for the charge: +1.

---

On energetic grounds, (w) is preferred over the next structure by 2.927 eV.

---

(w)
The following is a quantum chemistry calculation of C2H3N3O in the gas phase, from the Open Molecules 2025 dataset.

```
9
Properties=species:S:1:pos:R:3:lowdin_charge:R:1
O -1.78549 0.16898 -0.18499 -0.021
N 1.73404 -0.02997 0.16127 0.046
N -1.45194 -1.08775 -0.36767 0.077
N -0.16604 -1.07419 -0.21086 0.067
C 0.45471 0.14008 0.06205 -0.455
C -0.70566 0.95608 0.07633 -0.012
H 0.54872 -1.79999 -0.24788 0.171
H -0.93160 1.99923 0.22495 0.114
H 2.30326 0.72755 0.48679 0.014
```

The HOMO-LUMO gap (spin up / spin down) is 7.9 / 7.9 eV.

---

(x)
The following is a quantum chemistry calculation of C2H3N3O in the gas phase, from the Open Molecules 2025 dataset.

```
9
Properties=species:S:1:pos:R:3:lowdin_charge:R:1
O -1.22756 1.62542 0.90467 0.087
N -0.00495 -0.40670 0.96664 0.123
N -0.17386 0.75891 -0.97290 0.108
N 0.50965 -0.39560 -1.15171 -0.007
C -0.49153 0.68027 0.30213 -0.500
C 0.60094 -1.06705 0.00690 -0.184
H 1.13251 -1.99221 0.13684 0.117
H 1.01511 -0.56670 -2.00901 0.150
H -1.36030 1.36365 1.81644 0.106
```

The HOMO-LUMO gap is 10.3 eV. As for the structure (SMILES): Oc1nc[nH]n1.

---

(y)
The following is a quantum chemistry calculation of C2H3N3O in the gas phase, from the Open Molecules 2025 dataset.

```
9
Properties=species:S:1:pos:R:3:lowdin_charge:R:1
O 2.22385 0.15940 0.10854 0.070
N 0.20228 -0.99564 -0.41634 0.128
N -1.10450 0.53851 0.41025 -0.006
N 0.13990 1.02677 0.60731 0.113
C 0.88036 0.06515 0.09837 -0.508
C -1.05228 -0.65087 -0.20826 -0.179
H -1.90301 1.09923 0.66187 0.149
H 2.54668 -0.02225 -0.78476 0.114
H -1.93328 -1.22031 -0.47697 0.120
```

The HOMO-LUMO gap is 10.5 eV. As for the structure (SMILES): Oc1nc[nH]n1.

---

On energetic grounds, (x) is preferred over the next structure by 0.102 eV.

---

(w)
The following is a quantum chemistry calculation of C2H3N3O in the gas phase, from the Open Molecules 2025 dataset.

```
9
Properties=species:S:1:pos:R:3:lowdin_charge:R:1
O -1.25954 -0.74749 1.67072 0.068
N 1.19573 0.31873 -0.36287 -0.006
N 0.82417 -0.30092 0.77625 0.113
N -0.97763 0.23342 -0.49056 0.130
C -0.48699 -0.31311 0.65462 -0.506
C 0.11860 0.63329 -1.10039 -0.179
H 2.16881 0.52753 -0.51984 0.149
H -1.75922 -1.52853 1.40671 0.111
H 0.17607 1.17708 -2.03464 0.119
```

The HOMO-LUMO gap is 10.7 eV. As for the structure (SMILES): Oc1nc[nH]n1.

---

(x)
The following is a quantum chemistry calculation of C2H3N3O in the gas phase, from the Open Molecules 2025 dataset.

```
9
Properties=species:S:1:pos:R:3:lowdin_charge:R:1
O 1.80040 -0.81723 0.31931 -0.092
N 0.51030 -1.20106 0.21628 0.092
N 1.93545 0.50093 0.09902 0.061
N -1.55185 -0.25364 0.12726 0.107
C -0.18423 -0.11752 -0.01172 -0.399
C 0.74003 0.96901 -0.12488 -0.068
H -1.68556 -1.24811 0.27742 0.093
H -2.18446 0.14808 -0.55024 0.093
H 0.61991 2.01953 -0.35245 0.113
```

The HOMO-LUMO gap is 10.5 eV. As for the structure (SMILES): Nc1cnon1.

---

(y)
The following is a quantum chemistry calculation of C2H3N3O in the gas phase, from the Open Molecules 2025 dataset.

```
9
Properties=species:S:1:pos:R:3:lowdin_charge:R:1
O -2.42662 -0.20517 -0.05852 0.029
N -0.41746 0.87126 -0.07869 0.086
N -0.37306 -1.37316 -0.02717 0.144
N 0.91713 0.45158 -0.11160 0.027
C -1.20954 -0.25937 -0.01735 -0.579
C 0.84307 -0.89708 -0.04450 -0.174
H 1.67273 1.07019 0.22533 0.167
H 1.75033 -1.48046 -0.03290 0.123
H -0.75657 1.82221 0.14540 0.177
```

The HOMO-LUMO gap is 9.6 eV. As for the structure (SMILES): O=c1nc[nH][nH]1.

---

(z)
The following is a quantum chemistry calculation of C2H3N3O in the gas phase, from the Open Molecules 2025 dataset.

```
9
Properties=species:S:1:pos:R:3:lowdin_charge:R:1
O 0.35209 2.14789 0.49599 -0.022
N 0.59563 0.45514 -0.52564 0.019
N -1.28739 -0.33546 0.44984 0.081
N -0.40503 -1.33270 0.08472 -0.006
C -0.55153 0.76585 0.09439 -0.173
C 0.72180 -0.81093 -0.42779 -0.185
H -0.67740 -2.29709 -0.05135 0.149
H -0.37957 2.72176 0.57871 0.014
H 1.63142 -1.31447 -0.69888 0.123
```

The HOMO-LUMO gap is 9.6 eV. As for the structure (SMILES): Oc1nc[nH]n1.

---

On energetic grounds, (w) is preferred over the next structure by 0.446 eV.